# 1
ORCA calculation (the ωB97M-V functional and the def2-TZVPD basis) on C27H45Cl2CuN6O11Pd as an isolated structure.

Last column: Mulliken charge in e.
Element x y z (Å)
C  -9.1033  6.7804  5.3022  -1.640
C  -9.8476  7.9396  4.6326  0.075
N  -11.0174  8.2241  5.3661  0.546
C  -11.2210  9.2170  6.2708  -0.330
C  -12.4641  9.0828  6.9057  -0.588
N  -13.0445  7.9040  6.3895  0.258
C  -12.1557  7.3768  5.4617  -0.750
C  -14.4063  7.4277  6.5360  -0.634
H  -8.9286  7.0235  6.3503  0.402
H  -8.1378  6.7011  4.8026  0.498
H  -9.6650  5.8476  5.2531  0.439
H  -10.1426  7.6610  3.6210  -0.231
H  -9.3262  8.8762  4.4350  0.459
H  -10.4476  9.9614  6.3894  0.550
H  -13.0087  9.7664  7.5402  0.454
H  -12.2829  6.4881  4.8614  0.640
H  -14.6934  7.0336  5.5611  -0.024
H  -15.1083  8.1978  6.8556  0.361
H  -14.3626  6.5753  7.2141  0.388
Cu  -13.4474  5.0184  1.2924  0.238
Pd  -17.3636  6.8790  2.1547  0.368
C  -9.6196  6.3484  -0.8486  -0.868
C  -8.4552  6.6304  -0.2149  0.507
C  -8.2803  6.3398  1.2327  0.514
O  -7.2892  6.6319  1.9808  -0.512
C  -9.2554  5.8079  2.0169  -0.493
C  -10.5536  5.4651  1.4542  0.880
C  -10.7464  5.7404  -0.1420  0.314
O  -11.9579  5.5518  -0.5049  -0.551
O  -11.4420  5.0508  2.1829  -0.600
O  -7.4612  7.0800  -0.8901  -0.283
H  -9.8159  6.6565  -1.8650  0.466
H  -9.1486  5.5220  3.0529  0.819
C  -15.3264  5.4024  3.0105  1.492
O  -14.1486  5.0898  3.3612  -0.708
O  -15.4483  5.7539  1.8636  0.156
O  -16.3274  5.6981  3.7136  -0.562
Cl  -18.7628  2.5575  6.1817  -0.151
C  -17.6778  2.7514  4.7593  0.316
C  -16.2405  2.7024  5.3421  0.170
Cl  -15.8879  1.1309  6.0462  -0.169
H  -17.9385  3.7079  4.3062  -0.579
H  -17.8514  1.9631  4.0269  0.356
H  -16.0443  3.4736  6.0870  0.093
H  -15.5490  2.9630  4.5409  -0.058
C  -16.4849  6.5103  -1.1762  -0.032
O  -17.0538  6.7909  -0.1162  -0.598
N  -16.8940  5.7652  -2.1162  0.217
C  -16.2564  5.6132  -3.4076  -0.922
C  -18.2611  5.2490  -2.0687  -0.752
H  -15.4684  6.9013  -1.3374  0.308
H  -15.1911  5.8201  -3.3055  0.294
H  -16.6854  6.3111  -4.1266  0.380
H  -16.2236  4.6498  -3.9165  0.330
H  -18.9898  5.9832  -2.4121  0.367
H  -18.4010  4.3164  -2.6153  0.395
H  -18.5477  5.0073  -1.0452  -0.092
C  -19.6724  4.4845  1.6326  -0.127
O  -18.8509  5.3304  1.9493  -0.447
N  -19.3245  3.3241  0.9945  0.304
C  -20.2862  2.5272  0.3552  -0.962
C  -17.9284  2.9205  0.8167  -0.910
H  -20.7486  4.6088  1.8290  0.369
H  -20.1021  1.4714  0.5540  0.369
H  -20.3619  2.4816  -0.7312  0.294
H  -21.2671  2.6971  0.7990  0.328
H  -17.7471  2.6846  -0.2319  0.471
H  -17.2594  3.7662  0.9756  -0.071
H  -17.6225  2.1240  1.4949  0.324
C  -13.1113  8.3628  2.0970  0.032
O  -13.1632  7.3544  1.3176  -0.406
N  -12.0751  9.2589  2.0174  0.290
C  -12.0400  10.4007  2.8626  -0.879
C  -11.0167  9.1344  1.0333  -0.922
H  -13.7041  8.5750  3.0002  0.266
H  -12.9967  10.5335  3.3677  0.339
H  -11.9655  11.2656  2.2035  0.341
H  -11.2327  10.2078  3.5692  0.219
H  -9.9967  8.9789  1.3848  0.271
H  -11.1117  8.3166  0.3189  0.150
H  -11.0286  10.0619  0.4608  0.464
C  -17.4737  5.8442  7.4474  0.606
O  -16.6337  6.0284  8.3781  -0.714
N  -18.7837  6.0214  7.5571  0.153
C  -19.6126  5.7614  6.3821  -0.668
C  -19.4795  6.2723  8.7881  -1.029
H  -17.0752  5.6737  6.4354  0.020
H  -20.4887  5.1182  6.4652  0.323
H  -19.0240  5.4032  5.5375  -0.145
H  -19.9806  6.7277  6.0374  0.389
H  -18.7129  6.5861  9.4966  0.356
H  -20.0689  7.1886  8.7554  0.359
H  -20.0869  5.4909  9.2448  0.319

Cartesian forces, eV/Å:
0.682 1.001 -0.181
0.679 -0.887 -1.113
-5.361 -1.713 2.022
-0.981 0.606 0.956
1.062 -1.120 -1.809
3.473 1.226 -2.230
0.803 2.561 1.143
-0.131 -1.165 -0.076
0.078 -0.086 -0.004
0.058 -0.382 0.142
-0.010 0.068 -0.118
-0.265 -0.238 -0.086
0.484 -0.107 0.696
-0.239 0.121 0.187
0.182 -0.257 0.129
-0.282 -0.072 0.046
-0.269 0.052 0.036
0.381 -0.074 0.159
-0.551 0.247 0.278
0.072 0.727 0.359
0.604 -1.116 -0.285
-1.931 -0.278 -0.046
0.174 -0.137 -0.701
3.649 0.970 3.129
-0.264 0.360 -2.600
-3.792 -1.895 -0.308
0.387 0.340 -0.802
-3.948 -0.698 1.647
4.388 0.492 0.448
0.192 0.023 -0.983
0.203 0.096 0.322
0.313 -0.103 -0.174
0.603 0.265 -0.042
2.347 0.655 4.480
-0.507 -1.219 0.727
-0.891 1.005 -7.540
-1.223 -0.158 2.529
-0.377 -0.173 -0.427
0.608 0.095 1.232
-0.476 0.902 -1.148
0.234 -0.158 -0.103
0.376 0.066 0.068
-0.016 -0.160 0.311
-0.495 -0.137 0.180
0.217 -0.513 -0.127
2.598 2.320 2.732
-0.863 0.114 -0.531
-2.780 -3.287 -2.911
1.449 0.870 -0.638
-0.749 -0.322 0.752
0.027 0.053 -0.102
0.000 0.457 0.080
-0.002 0.103 0.028
-0.807 -0.441 0.827
0.124 0.077 -0.226
0.442 0.231 -0.334
0.237 0.233 0.111
0.507 -1.497 -1.226
-0.011 0.465 0.683
0.928 1.786 0.673
-1.779 -2.325 0.260
0.347 1.108 -0.284
0.170 -0.070 -0.162
0.192 -0.149 0.442
0.298 1.094 -0.205
-0.100 0.229 -0.284
-0.212 -0.537 0.057
-0.179 0.163 0.362
-0.282 -0.184 -0.183
2.451 -2.128 -2.204
-0.341 2.946 2.377
-1.255 -2.375 -0.549
-0.251 0.289 -0.004
0.004 0.300 -1.048
-0.628 -0.310 -0.483
0.104 -0.224 0.264
0.654 0.339 0.484
0.071 1.040 0.126
-0.025 0.348 0.928
-0.915 0.078 0.243
0.293 0.002 -0.172
2.907 1.184 2.521
-1.777 -0.522 -1.969
-1.617 -1.597 -1.149
0.020 1.179 -0.949
0.896 1.468 1.378
-0.529 -0.309 -0.098
0.338 -0.212 0.728
0.230 -0.224 0.275
-0.336 0.184 0.007
0.106 -0.500 0.241
-0.409 -0.103 -0.627
0.210 -0.379 -0.561

Summary:
Frontier orbital gap (alpha / beta) ... 5.8 / 4.3 eV
Spin multiplicity ... 5
⟨S²⟩ ... 6.060
Net charge ... +2


# 2
ORCA calculation (the ωB97M-V functional and the def2-TZVPD basis) on a 7-piece molecular cluster, C27H45Cl2NO20P overall.

Last column: Mulliken charge in e.
Element x y z (Å)
C  1.6040  1.4446  1.7030  -1.186
C  0.1766  1.3961  1.1182  0.065
Cl  0.3335  1.5535  -0.7023  -0.238
C  -0.6737  0.1600  1.4475  -0.499
Cl  -0.2989  -0.4663  3.0877  -0.151
P  -2.5529  0.6418  1.4227  0.935
O  -4.3351  1.2022  1.3846  -0.224
N  -4.4003  2.5171  1.6534  -0.053
O  -4.4756  3.1787  0.6545  -0.240
H  1.8020  0.6307  2.3920  -0.008
H  2.3411  1.3787  0.9043  0.342
H  1.7583  2.4031  2.2002  0.327
H  -0.3671  2.2868  1.4301  0.675
H  -0.4799  -0.6183  0.7192  0.297
H  -2.2680  1.7051  2.4106  -0.169
H  -2.8709  -0.2424  2.5261  -0.166
H  -2.8943  -0.4113  0.4739  -0.185
H  -2.3371  1.5726  0.3336  -0.494
C  -6.5899  2.0664  -1.9265  -1.418
C  -7.3879  2.9243  -2.8780  0.593
C  -6.7991  4.2875  -3.1586  -0.294
O  -7.9661  5.0767  -3.4403  -0.374
C  -9.0115  4.5067  -2.7915  0.578
O  -10.0825  5.0101  -2.6673  -0.551
O  -8.6694  3.2870  -2.3196  -0.370
H  -5.5857  1.8938  -2.3132  0.371
H  -6.5052  2.5392  -0.9484  0.266
H  -7.0730  1.1007  -1.7801  0.387
H  -7.5795  2.3887  -3.8128  0.200
H  -6.1227  4.2961  -4.0104  0.334
H  -6.2933  4.7090  -2.2873  0.265
C  -3.2834  4.8784  -1.7110  -1.107
C  -1.8324  4.9615  -2.1056  0.657
C  -1.5004  6.0443  -3.1061  -0.493
O  -0.3794  5.4898  -3.8057  -0.355
C  -0.4796  4.1362  -3.7238  0.615
O  0.1730  3.3778  -4.3676  -0.565
O  -1.4282  3.7831  -2.8310  -0.342
H  -3.6212  5.8169  -1.2686  0.446
H  -3.8975  4.6532  -2.5861  0.105
H  -3.4512  4.0849  -0.9897  0.172
H  -1.1960  5.0411  -1.2202  0.235
H  -1.2265  6.9907  -2.6453  0.330
H  -2.3103  6.2086  -3.8225  0.286
C  2.0833  -2.5143  -4.4071  -1.286
C  2.3617  -1.5199  -3.3103  0.372
C  3.7285  -1.6425  -2.6743  -0.186
O  3.4849  -1.1750  -1.3402  -0.314
C  2.1741  -1.3988  -1.0590  0.559
O  1.6883  -1.2958  0.0180  -0.345
O  1.5043  -1.7531  -2.1806  -0.434
H  2.8106  -2.4082  -5.2121  0.365
H  2.1340  -3.5313  -4.0185  0.143
H  1.0831  -2.3674  -4.8157  0.421
H  2.1839  -0.4987  -3.6581  0.258
H  4.4885  -1.0335  -3.1571  0.315
H  4.0714  -2.6794  -2.6272  0.133
C  3.7607  -1.7651  2.5962  -1.139
C  5.2299  -1.5701  2.8700  0.592
C  5.7681  -2.3542  4.0442  -0.461
O  6.8501  -1.5290  4.5010  -0.346
C  6.5683  -0.2510  4.1402  0.631
O  7.1668  0.7024  4.5253  -0.558
O  5.5223  -0.2192  3.2860  -0.308
H  3.5454  -2.8126  2.3834  0.402
H  3.1584  -1.4490  3.4496  0.328
H  3.4418  -1.1709  1.7414  -0.028
H  5.8182  -1.7682  1.9689  0.251
H  6.1378  -3.3406  3.7737  0.310
H  5.0351  -2.4471  4.8489  0.310
C  -3.1717  -0.6322  8.4697  -1.450
C  -1.7410  -0.5517  7.9982  0.493
C  -1.4735  0.4917  6.9377  -0.481
O  -0.3816  -0.0794  6.2134  -0.245
C  -0.4586  -1.4248  6.3447  0.648
O  0.1637  -2.2111  5.7113  -0.509
O  -1.3559  -1.7542  7.3146  -0.370
H  -3.4871  0.3203  8.8965  0.370
H  -3.8322  -0.8845  7.6396  0.360
H  -3.2845  -1.4070  9.2284  0.348
H  -1.0629  -0.4230  8.8480  0.222
H  -1.1886  1.4588  7.3457  0.296
H  -2.3132  0.6198  6.2499  0.326
C  3.6724  -6.9215  -3.5586  -1.434
C  4.2685  -6.2200  -4.7536  0.471
C  5.6780  -6.6362  -5.1090  -0.522
O  6.2105  -5.4439  -5.7015  -0.356
C  5.5357  -4.3893  -5.1811  0.559
O  5.8473  -3.2508  -5.3116  -0.504
O  4.4525  -4.8175  -4.4883  -0.181
H  3.6301  -7.9972  -3.7298  0.391
H  4.2663  -6.7271  -2.6647  0.355
H  2.6620  -6.5623  -3.3653  0.363
H  3.6066  -6.3077  -5.6199  0.239
H  5.7219  -7.4600  -5.8171  0.319
H  6.2727  -6.8821  -4.2257  0.309

Cartesian forces, eV/Å:
0.015 0.232 -0.401
0.651 -0.291 0.263
-0.291 0.046 0.201
-0.754 0.622 -0.286
0.091 -0.101 -0.199
1.212 -0.687 0.403
-0.432 0.740 0.082
-0.179 -0.651 -0.235
-0.151 0.152 0.150
-0.120 0.078 0.115
-0.010 -0.026 -0.007
0.047 -0.086 0.139
-0.134 0.003 -0.118
0.133 -0.210 0.176
0.037 0.078 -0.118
-0.134 0.110 -0.144
-0.185 0.099 -0.096
-0.053 0.096 0.022
-0.296 -0.008 0.181
0.300 -0.233 0.211
0.045 0.076 -0.072
0.059 -0.014 0.069
-0.041 -0.146 -0.009
0.030 0.017 -0.006
-0.053 0.134 -0.129
0.016 0.018 -0.006
0.113 0.069 -0.051
0.031 -0.012 -0.068
-0.043 0.056 -0.026
-0.112 0.089 -0.069
-0.017 -0.078 0.048
-0.059 -0.279 -0.124
-0.305 0.004 0.120
0.123 0.118 -0.019
-0.075 0.047 0.005
-0.067 -0.214 0.061
-0.003 0.068 0.012
0.176 0.151 -0.151
0.059 0.032 -0.005
0.067 0.135 -0.076
0.079 -0.005 0.066
0.043 -0.045 -0.027
0.131 -0.030 -0.050
-0.052 -0.032 0.046
-0.321 -0.109 0.014
0.016 -0.127 -0.251
0.123 0.099 0.031
-0.006 -0.105 -0.038
-0.158 0.135 -0.094
0.189 -0.237 0.057
0.094 0.056 0.103
0.039 0.028 0.024
0.109 0.015 0.024
0.035 0.083 -0.005
0.009 0.018 0.057
-0.002 0.067 0.115
-0.046 -0.016 -0.061
-0.054 0.439 0.014
-0.355 -0.179 -0.037
0.114 -0.085 0.047
-0.066 -0.039 0.032
-0.080 0.083 -0.115
0.009 -0.046 0.005
0.182 -0.025 0.060
0.038 -0.018 -0.015
0.029 -0.097 0.059
-0.006 -0.101 -0.035
0.055 0.022 0.028
0.128 0.053 0.029
-0.058 0.025 -0.047
-0.042 -0.268 -0.039
-0.259 0.010 0.080
0.020 0.204 -0.129
0.012 -0.167 0.179
-0.037 0.051 -0.074
0.103 -0.034 0.142
0.081 0.036 -0.004
0.033 0.024 0.002
0.030 0.085 -0.045
0.025 0.046 0.026
0.028 0.018 -0.023
0.130 -0.028 -0.069
-0.041 -0.035 0.040
-0.061 0.235 0.134
-0.130 -0.202 0.239
0.090 -0.042 -0.119
-0.028 -0.047 0.089
-0.024 0.089 0.005
-0.029 -0.050 0.004
0.088 -0.022 -0.096
0.003 -0.005 -0.042
0.069 -0.042 -0.041
-0.005 -0.037 -0.043
0.041 0.019 -0.036
0.052 0.104 -0.095
-0.059 -0.004 0.040

Summary:
Frontier orbital gap ... 5.9 eV
Net charge ... -1